The following is a quantum chemistry calculation of 12 unconnected molecules or ions with the total composition C72H180N12, from the Open Molecules 2025 dataset.

Geometry as XYZ:
```
264
Properties=species:S:1:pos:R:3:forces:R:3:mulliken_charge:R:1
C 23.618189 12.714598 21.131820 0.6762 -0.4770 -0.1662 -1.718
C 22.135916 12.714997 21.399064 -0.7273 2.3739 -0.1243 0.852
N 21.785873 13.550009 22.574029 0.8305 -0.5923 0.4321 0.278
C 22.420879 13.002577 23.784551 1.9712 -0.5872 -0.9851 -0.674
C 21.934538 11.588963 24.232217 0.9340 0.9211 -0.1909 -0.807
C 20.364208 13.688533 22.735672 -1.0306 -0.4844 -0.1583 1.344
C 19.931934 14.486765 23.961141 -0.1648 -1.0973 0.0707 -0.927
H 24.037412 13.706905 21.413228 -0.0848 -0.7200 -0.4223 0.350
H 23.844937 12.435928 20.082041 -0.1618 0.4981 0.4781 0.438
H 24.100243 11.909389 21.723300 -0.0432 0.6158 -0.1404 0.399
H 21.538560 13.097733 20.549868 0.4922 0.1688 0.2396 -1.095
H 21.756797 11.756309 21.546120 -0.5389 -2.1119 0.1797 0.502
H 23.582482 12.948917 23.490043 -2.5200 0.2391 1.2801 0.375
H 22.234310 13.701519 24.598406 0.4537 0.0615 0.0054 0.475
H 22.574715 11.295889 25.086857 -0.4330 -0.1474 -0.4743 0.396
H 20.898040 11.643402 24.555251 -0.0929 -0.2251 0.0149 0.024
H 22.049065 10.898005 23.387627 -0.0950 -0.1344 0.4935 0.299
H 19.823984 12.700875 22.767975 0.3338 0.4349 -0.1458 0.540
H 20.027197 14.193778 21.848058 -0.3381 0.1424 -0.5056 -1.229
H 20.660605 15.215768 24.183078 0.9201 1.0997 0.2218 0.631
H 19.902707 13.806948 24.825224 -0.3551 0.4297 -0.1173 -0.349
H 18.981305 15.010134 23.829734 -0.0252 -0.3652 -0.0081 -0.029
C 17.940575 18.313240 14.289489 -0.1033 0.3405 -0.2990 -1.372
C 17.163392 18.883315 15.476558 -0.1042 -1.3535 -0.2361 0.879
N 15.822711 19.339260 15.193190 0.7825 1.0351 -0.9240 0.428
C 14.829804 18.332418 15.034670 -0.3768 -1.1980 -1.5864 2.310
C 13.667489 18.751388 14.138478 -1.9603 1.1850 1.3227 -1.858
C 15.396686 20.325642 16.135118 -0.0301 1.4756 0.1612 -0.127
C 16.065064 21.693994 16.151911 1.4961 0.1825 0.2540 -1.519
H 18.196455 19.131183 13.599918 -0.0826 -0.3337 0.0260 0.363
H 17.411720 17.530041 13.744955 -0.2783 0.0956 -0.0122 -0.045
H 18.861811 17.837627 14.622275 0.1551 0.1553 0.1827 0.435
H 17.118890 18.088711 16.248613 0.2437 0.4055 0.1658 -0.663
H 17.703723 19.741000 15.822868 0.4113 0.2131 0.5145 0.189
H 15.253385 17.450563 14.454061 -0.1187 0.6934 1.2951 -0.380
H 14.401698 18.060656 16.023733 0.2238 -0.4346 -0.3676 -1.165
H 13.173727 19.699728 14.435394 0.7402 -0.0088 0.0844 0.390
H 13.776901 18.849639 13.072911 0.7216 -0.1768 -0.3236 0.286
H 12.812854 18.103885 14.347401 0.1594 -0.5387 -0.3011 0.478
H 15.498778 20.001858 17.148680 0.0644 -0.8743 1.1697 0.031
H 14.357726 20.516103 16.010790 -1.0126 -0.0606 -0.2724 0.418
H 16.028892 22.291718 15.261996 -0.1213 -0.1652 -0.9559 0.372
H 17.138160 21.607422 16.424586 -0.4735 0.0652 -0.1807 0.208
H 15.654135 22.374645 16.893873 -0.3563 -0.3690 0.4194 0.415
C 15.031400 19.406437 25.815066 -0.5399 -0.0112 1.1476 -0.503
C 16.313237 20.170758 25.632668 0.0742 0.3405 -0.7591 -0.709
N 17.604661 19.569930 25.855180 0.0135 -0.0471 -0.9213 0.420
C 17.720744 19.028844 27.170425 1.4372 0.2429 0.8387 0.158
C 18.029181 20.102898 28.206739 0.4023 1.8603 0.6214 -1.416
C 18.162760 18.642917 24.821616 -0.1568 0.4782 1.6026 0.042
C 19.711437 18.646400 24.895868 -0.4117 -0.5113 -1.2245 -1.138
H 14.688801 19.170142 26.830005 0.5087 0.1036 0.0876 0.434
H 15.043601 18.499913 25.283170 -0.0762 -1.3510 -0.8899 0.105
H 14.246403 20.025029 25.418704 -0.4228 0.2392 -0.3508 -0.054
H 16.262449 20.484061 24.590836 0.3566 0.3800 -0.0703 0.210
H 16.231883 21.047818 26.256617 0.1740 0.5701 0.0735 0.282
H 16.844948 18.526818 27.545008 -0.5941 -0.7890 -0.1868 0.166
H 18.562515 18.349701 27.061798 -0.1401 -0.4250 0.7914 0.112
H 18.995810 20.659667 27.993002 -0.8988 -0.9738 0.3856 0.309
H 17.278302 20.906220 28.123229 0.0450 -0.1898 -0.1928 0.272
H 17.927227 19.858866 29.301772 0.5010 -0.4161 -1.1563 0.349
H 17.863003 18.945175 23.836567 -0.1158 0.5920 -0.4624 0.370
H 17.675259 17.680022 24.957870 0.3662 -0.6814 0.0554 -0.048
H 19.980040 19.705304 24.698653 0.3297 -0.7638 0.2800 0.314
H 20.093383 17.978648 24.074524 -0.2199 0.8180 0.6013 0.131
H 20.179517 18.235444 25.804758 -0.4461 0.4830 -0.1172 0.334
C 18.743700 11.838557 26.876942 0.7038 1.7172 -0.4453 -0.955
C 17.940089 12.681955 27.849707 -0.0790 -0.5261 0.6014 -0.811
N 17.398698 13.966888 27.365955 0.1379 -0.2074 0.9423 0.700
C 17.072290 14.738672 28.602335 0.0459 -0.9573 0.8317 -0.476
C 18.120391 15.575336 29.310472 0.8524 -1.4164 -0.0417 -1.599
C 16.184549 13.833515 26.504196 0.7024 -0.9175 2.0059 -0.209
C 16.025153 15.046777 25.674497 0.3340 0.9791 -1.9325 0.164
H 19.304629 11.053153 27.410900 -0.5949 0.0475 -0.4162 0.494
H 19.513662 12.547237 26.440752 -0.7904 -0.9685 0.2074 0.052
H 18.062536 11.513416 26.100642 0.3509 -0.6483 -0.3837 0.124
H 17.186950 12.017133 28.371729 0.1606 0.7074 -0.4951 0.267
H 18.660686 12.922722 28.614960 0.0828 0.3636 0.5626 0.537
H 16.717185 14.026489 29.385337 -0.3551 0.2491 -0.5298 0.333
H 16.306883 15.452976 28.423140 -1.0842 0.2823 -0.5962 0.529
H 18.570870 16.221262 28.623007 0.8146 1.1949 -1.0967 0.289
H 18.922881 15.008944 29.788911 -0.0258 -0.2314 -0.1468 0.383
H 17.695359 16.166345 30.089955 -0.6585 0.3900 0.5196 0.441
H 16.251496 12.880349 25.974769 0.1730 0.3530 -0.5043 -0.406
H 15.338090 13.675012 27.184523 -0.3340 0.1464 -0.0402 0.212
H 15.190740 14.950764 24.943372 0.5023 0.0071 0.4532 0.026
H 15.850759 15.971929 26.255017 0.1165 -0.4883 -0.0920 0.074
H 16.979525 15.194908 25.083986 -1.0139 -0.0406 0.5426 -0.390
C 21.690191 13.508832 17.719077 1.0217 0.4918 1.8343 -1.118
C 20.207811 13.391558 17.945921 -0.3137 0.1009 0.1865 0.766
N 19.558341 12.240603 17.310031 0.2090 0.4469 -0.0029 0.410
C 19.386686 12.411011 15.873036 1.0461 -1.1156 -0.0676 -0.348
C 19.223000 11.013346 15.223021 -0.8485 0.5492 0.1705 -1.375
C 18.290319 11.939170 17.984666 0.4900 -0.0645 0.5949 1.043
C 18.504922 11.043223 19.216508 -0.0354 0.4698 0.2037 -1.307
H 22.213722 14.422327 18.140628 -1.1789 -0.6690 -0.3167 0.110
H 21.933141 13.499218 16.704548 0.4543 -0.1613 -1.7558 0.527
H 22.201022 12.692245 18.225519 0.0567 -0.3430 -0.2250 0.298
H 20.052959 13.228094 19.002827 -0.1763 0.3461 0.4628 -0.517
H 19.734534 14.339071 17.659025 -0.3291 0.0784 0.0329 -0.150
H 18.595803 13.146384 15.665163 -0.1628 -0.2783 -0.3426 0.280
H 20.316287 12.772724 15.414864 -0.1256 0.4071 0.4599 0.419
H 18.235338 10.620380 15.519592 0.4207 -0.2297 -0.3592 0.277
H 19.248735 11.144526 14.139103 -0.1212 -0.2572 -0.0093 0.443
H 20.011310 10.296091 15.530356 -0.4070 0.6708 -0.0459 0.322
H 17.643417 11.408373 17.302594 -0.2289 -0.0062 -0.2839 0.151
H 17.753844 12.854074 18.311564 0.2459 -0.1130 -0.3336 -0.645
H 19.494081 11.216423 19.662374 -0.2298 -0.0128 -0.1117 0.352
H 18.428955 9.986330 18.966176 0.0409 -0.0168 -0.0119 0.354
H 17.752996 11.294677 19.975560 0.1095 -0.2807 -0.0485 0.046
C 14.275894 9.761254 19.500923 -0.5115 0.0995 0.9770 -1.194
C 14.269199 10.439661 18.153591 0.2718 -0.4460 -0.6320 0.122
N 13.195127 11.389679 18.024516 0.7716 -0.1057 0.4451 1.404
C 11.923856 10.769045 17.862838 -0.6193 0.0639 2.0514 -1.037
C 10.815370 11.630808 18.405023 -2.3943 -1.3203 0.8297 -0.907
C 13.405708 12.338359 16.957254 1.4774 -0.6977 0.1091 -1.573
C 14.762261 13.015335 17.039337 1.2361 1.2934 1.1964 0.871
H 13.390418 9.186310 19.804325 0.1115 0.0485 -0.4510 0.358
H 14.342937 10.578260 20.222840 -0.0852 0.0524 0.1544 0.059
H 15.146484 9.154296 19.705896 0.2931 -0.3220 -0.3660 0.541
H 15.180181 11.026407 18.177013 0.3039 -0.1412 -0.3995 -0.351
H 14.282798 9.761925 17.244283 0.1993 0.2202 0.8408 0.162
H 11.762593 10.543154 16.872039 -0.5290 -0.4371 -2.8120 0.467
H 11.865374 9.788397 18.341241 0.2560 0.1875 0.3699 0.489
H 10.852983 11.695636 19.501356 0.3998 0.3611 -0.2792 -0.111
H 10.635245 12.593884 17.963116 0.5062 0.5565 -0.1970 0.351
H 9.818972 11.115471 18.258576 0.9196 0.2562 -0.1007 0.477
H 12.586913 13.019205 17.086349 -0.2540 0.7163 -0.6745 0.468
H 13.448354 11.849682 15.939679 -0.7223 0.2239 0.5666 0.365
H 14.758382 13.810129 16.309803 0.0511 0.4116 -0.3392 -0.776
H 15.634702 12.386491 16.766002 -0.7399 0.1065 0.0901 0.026
H 15.065310 13.538961 18.029425 -0.9279 -1.0689 -1.3016 -0.087
C 15.802013 16.273453 17.981265 -0.1987 0.8163 -1.3761 -0.113
C 16.790604 15.732026 18.983969 -0.6816 0.2345 1.2052 0.128
N 16.370446 16.000405 20.383161 0.4940 -2.6980 0.2314 2.107
C 16.990992 14.977511 21.242671 1.4289 0.0618 -0.7058 1.259
C 16.270468 13.646693 21.145492 1.2013 -0.9652 0.9162 0.717
C 16.482873 17.321529 20.827905 0.8984 1.8342 -0.6361 0.717
C 15.939640 17.619244 22.193272 -1.7979 1.5214 0.9672 0.991
H 16.072836 16.037950 16.933160 0.1354 -0.3142 0.4828 0.548
H 15.665294 17.389369 17.889404 0.2366 -1.0359 0.7779 0.050
H 14.833680 15.797811 18.157634 -0.0051 0.2485 0.0120 -0.605
H 16.825203 14.645215 18.921380 -0.1163 0.0904 -0.3463 -1.154
H 17.814806 16.046070 18.868717 0.6683 0.5251 -0.4147 0.311
H 18.144527 14.846057 20.980048 -2.0534 0.1220 0.2599 -0.900
H 17.011374 15.242847 22.299281 -0.2350 0.4401 -0.0621 -0.278
H 15.269422 13.629316 21.602405 0.3581 0.3282 -0.5070 -0.687
H 16.305597 13.217460 20.140830 -0.4509 0.0961 0.0670 -0.900
H 16.901770 12.961233 21.760404 -0.5036 0.1827 -0.3380 0.088
H 15.991932 17.863183 20.013956 -0.2450 0.6774 0.5053 0.134
H 17.515252 17.767157 20.867643 -0.0846 -0.6003 -0.3616 -1.614
H 16.544014 17.216702 23.018977 -0.0966 0.1430 -0.3769 -0.693
H 14.882600 17.271137 22.357681 0.9113 0.0913 -0.2660 -0.120
H 15.882023 18.766650 22.319276 0.2475 -1.6596 -0.0783 -0.043
C 13.177291 24.467591 25.078148 3.0804 -0.5632 0.2633 -1.415
C 13.813577 23.108100 24.534695 -1.5949 1.1189 1.8785 0.015
N 13.867124 23.007377 23.108739 -0.6058 -0.8996 -0.3891 0.229
C 14.870076 23.838163 22.501094 0.0154 -0.1758 -0.3689 -0.201
C 14.700829 24.080841 21.013523 -1.2259 -0.1583 -0.4151 -1.437
C 13.984431 21.629916 22.679563 -0.4396 -1.1035 -0.2910 -0.310
C 12.773567 20.732757 23.058269 0.4952 0.5888 -0.0124 -1.098
H 13.343798 24.540679 26.185156 -0.1179 -0.0938 -0.9576 0.360
H 12.162136 24.568767 24.879755 -1.8696 -0.1114 -0.4562 0.379
H 13.692574 25.322400 24.599842 -0.2219 -0.2935 0.3888 0.348
H 14.795505 23.003786 25.006017 0.2870 -0.1238 0.0300 0.120
H 13.145710 22.319110 24.968900 0.7950 0.5294 -0.5824 0.224
H 15.870952 23.497857 22.770979 0.4194 0.0082 0.0077 0.330
H 14.713474 24.817651 22.863878 0.1681 1.0168 1.0256 0.334
H 15.109922 23.347949 20.319927 -0.0772 -0.2918 0.1747 0.306
H 15.196722 25.019980 20.779962 -0.1219 0.1410 -0.1657 0.440
H 13.583516 24.173852 20.846592 1.2757 0.0343 -0.1133 0.306
H 14.122258 21.615724 21.591060 -0.3637 0.0840 0.0867 0.440
H 14.891325 21.090076 23.019654 0.0986 0.4624 0.4156 -0.055
H 13.018167 19.716999 22.801458 0.0485 -0.5243 -0.4948 0.041
H 12.612515 20.659424 24.146768 -0.2138 0.4137 -0.5148 0.267
H 11.876556 21.051940 22.511254 0.1104 -0.1096 0.4039 0.349
C 19.942234 19.703762 17.933335 -0.0682 -0.3898 -0.0824 -1.510
C 21.247326 19.070909 18.373540 0.2806 0.1474 -0.6675 -0.544
N 21.134046 17.864921 19.192689 0.0807 0.6741 -0.3569 0.415
C 22.491061 17.312233 19.378822 -0.6330 -0.7462 1.6972 -0.583
C 23.489636 18.033478 20.343350 -1.4022 -1.3593 -0.9587 -1.448
C 20.452823 18.191681 20.436950 1.3241 1.2185 0.5465 -1.093
C 20.329956 16.984562 21.307319 -0.1111 -0.8407 1.5195 -0.084
H 19.342107 18.900879 17.600571 -1.0970 -0.9984 -0.3717 0.317
H 20.008215 20.351939 17.068769 0.4995 0.3460 -0.0419 0.550
H 19.387805 20.219841 18.706720 0.0955 0.1691 0.2790 0.317
H 21.878403 18.834865 17.490058 -0.4551 0.0758 0.4281 0.415
H 21.760377 19.821932 18.935098 0.8788 0.7820 0.4921 0.384
H 22.351921 16.312423 19.808017 0.0525 -0.0312 -0.2435 -0.038
H 22.863009 17.182960 18.390693 0.6745 -0.0557 -0.7405 0.821
H 23.600295 19.020906 20.012819 0.6719 1.5337 -0.2780 0.394
H 23.070953 18.036676 21.329898 -0.1398 0.0699 0.6353 0.227
H 24.416055 17.479019 20.374289 0.3341 0.0415 -0.1391 0.495
H 19.507790 18.662276 20.242649 -0.5945 -0.0719 -0.3976 0.554
H 21.047031 19.047100 20.968555 -0.7786 -1.2831 -0.3768 0.356
H 21.284318 16.786350 21.787164 0.4033 -0.5474 -0.3688 0.769
H 19.922510 16.063777 20.852865 0.4762 0.6059 -0.3437 -0.612
H 19.733320 17.088486 22.218329 -0.5056 0.6084 -0.3169 -0.349
C 16.055521 10.824252 23.612884 0.6525 -0.3202 -0.2170 -0.058
C 14.702823 10.711057 24.304766 -0.0042 0.6563 0.3262 -0.939
N 14.011940 12.009425 24.237549 -0.5435 -0.5145 1.1106 0.977
C 13.371069 12.251009 22.937468 -2.4448 -0.9621 1.7037 1.214
C 12.150077 11.313318 22.645864 0.7430 -0.9244 0.9530 -1.273
C 13.115584 12.145870 25.447482 0.0724 0.8275 -0.8792 -0.853
C 12.377498 13.476028 25.445063 0.0139 -0.9648 -3.3384 -0.971
H 16.735006 11.604705 24.008529 -0.6109 -0.3853 0.5821 -0.201
H 16.044584 11.132629 22.576097 -0.5464 -0.3724 -0.4992 -0.390
H 16.572108 9.863145 23.682921 0.1155 0.0707 -0.1435 0.526
H 14.014977 9.890247 23.975584 0.8140 0.3222 -0.2196 0.436
H 14.930476 10.466246 25.358062 -0.2810 0.2933 -0.2323 0.456
H 12.885861 13.227280 23.051041 0.8063 0.1372 -0.7422 -0.375
H 14.058670 12.129854 22.141041 0.7768 0.4596 -0.6142 -0.861
H 11.511326 11.745523 21.911390 -0.3886 0.3364 -0.8113 0.149
H 12.408812 10.271613 22.333136 -0.0468 0.8496 0.1540 0.204
H 11.541001 11.224862 23.558629 0.1225 -0.0249 -0.2152 0.407
H 13.790462 12.248027 26.266972 0.5597 -0.6988 0.7734 0.549
H 12.395827 11.333835 25.605804 0.3037 -0.2840 -0.0938 0.492
H 11.864529 13.772671 26.308287 -0.6553 0.0637 1.3479 0.529
H 11.682713 13.431045 24.560134 0.1557 0.4322 1.0600 0.172
H 13.132103 14.187790 25.175620 0.2599 0.8499 0.0403 0.060
C 9.856035 17.517745 22.049953 -1.1295 1.3669 0.1577 -1.241
C 10.736225 16.391991 21.527222 1.0604 0.5982 1.1966 -0.131
N 11.372579 16.669298 20.245518 -0.1291 0.4195 -0.2440 0.183
C 12.460055 17.644684 20.344107 -0.1675 0.2569 -1.1028 0.348
C 12.912854 18.239910 18.965526 -0.2909 -0.5892 0.8482 -1.319
C 11.797404 15.469834 19.526863 0.7025 1.0543 -0.1284 -1.441
C 12.955487 14.772498 20.227056 1.4228 -0.8697 -0.2747 1.401
H 9.904674 17.653039 23.154732 0.1596 -0.2596 -0.6954 0.305
H 8.785484 17.317431 21.830893 0.5743 0.1674 -0.0243 0.339
H 10.070249 18.529703 21.611359 0.0054 -1.0032 0.2625 0.264
H 11.456893 16.187239 22.373026 -0.0473 -0.0272 -0.8166 -0.063
H 10.122333 15.512896 21.478350 -0.1703 -0.6147 -0.4241 0.425
H 12.105674 18.460613 20.939308 -0.2276 0.5338 0.4380 0.273
H 13.313902 17.221325 20.862657 0.4016 -0.1068 0.1379 -0.104
H 13.596633 19.082601 19.105255 -0.1815 -0.0005 0.1089 0.459
H 13.449354 17.509812 18.373868 0.0904 -0.2087 -0.0692 -0.429
H 12.047793 18.545367 18.381606 -0.1183 0.1968 0.0667 0.456
H 12.071889 15.783384 18.497467 -0.1166 -0.2772 0.4579 0.207
H 10.915621 14.860293 19.443362 -0.2434 -0.6497 -0.0308 0.451
H 13.093635 13.738449 19.806137 -0.0388 0.7808 0.3959 -0.179
H 12.717810 14.680326 21.291107 0.0164 -0.2025 -0.0670 -0.243
H 13.988072 15.285937 20.202487 -1.6961 -0.5602 -0.2738 -0.513
C 15.551180 17.642100 10.969615 1.5617 1.0066 -0.2821 -0.950
C 15.775448 16.173982 11.192939 0.3055 -0.8890 -1.8508 -1.175
N 15.244385 15.564064 12.384576 0.3174 0.2249 0.0396 1.588
C 15.590700 14.135659 12.402342 -0.6031 0.2797 0.7031 -1.606
C 16.522449 13.716421 13.525417 0.5056 -0.6592 -1.0684 -0.078
C 13.833359 15.845843 12.595083 -0.5351 -0.3637 0.2896 -0.222
C 13.321517 15.228716 13.907855 -0.0567 1.6861 0.1282 -1.248
H 14.501425 17.830551 11.036318 -0.6029 0.6087 -0.1968 0.295
H 15.982977 18.069382 9.966360 -0.8539 -1.1309 1.8525 0.365
H 16.086952 18.147809 11.803011 -0.5433 0.1836 -0.5105 0.105
H 15.436857 15.603320 10.298612 -0.3309 0.2017 0.0777 0.438
H 16.830101 15.974897 11.165931 0.8018 -0.0202 0.2535 0.439
H 15.979917 13.751035 11.463639 0.0063 0.3024 -0.3931 0.441
H 14.666120 13.624396 12.578161 -0.6144 -0.5795 -0.1278 0.322
H 16.428298 12.615655 13.586632 0.0968 0.3890 0.3812 0.401
H 16.211260 14.196858 14.450216 0.4657 -0.0434 0.1077 -0.318
H 17.566662 13.891485 13.190808 -0.4333 0.3036 0.8173 0.411
H 13.712515 16.937627 12.678007 0.0157 -0.7514 -0.2821 -0.404
H 13.165257 15.457633 11.783929 0.4496 0.3271 0.0521 0.408
H 14.089042 15.394530 14.682401 -0.4249 -0.1423 -0.0746 -0.114
H 12.387684 15.766451 14.191988 0.5963 -0.4427 -0.0133 0.452
H 13.087467 14.192689 13.819200 -0.0735 -0.8132 0.0272 0.554
```
Positions in Å, forces in eV/Å.

HOMO energy: -0.298 Eh
Maximum force: 0.0676 Eh/bohr
DFT total energy: -3507.9936 Eh
Total charge: 0
Energy above the lowest of the compared OMol25 structures with the same formula, charge and spin: 4.829 eV
Orbital gap: 0.3216 Ha